1.
The following is a quantum chemistry calculation of a 2-piece molecular cluster, C10H10N2O2 overall, from the OMol25 dataset.

Geometry (Å):
O: -1.98231 2.53244 2.63842
C: -1.35363 2.87196 1.59824
C: -0.81982 4.14399 1.46726
C: -0.28189 4.59236 0.32960
N: 0.02104 3.70297 -0.63739
C: -0.63999 2.45204 -0.59623
O: -0.89170 1.95566 -1.74428
N: -1.10248 1.97212 0.54539
H: -1.04760 4.82105 2.36650
H: 0.04083 5.64656 0.53165
H: 0.04779 4.16543 -1.69228
H: -1.80515 1.20488 0.41160
C: 0.33789 -2.73519 -1.60212
C: 1.45278 -3.56644 -1.62080
C: 2.00443 -4.08918 -0.47096
C: 1.37118 -3.84814 0.75403
C: 0.13901 -3.17493 0.74565
C: -0.29560 -2.55053 -0.39982
H: -0.10834 -2.34098 -2.51383
H: 1.85622 -3.72310 -2.58941
H: 2.91026 -4.68897 -0.45340
H: 1.78528 -4.27080 1.62120
H: -0.38773 -3.06589 1.68533
H: -1.25045 -2.00728 -0.37432

## Properties
HOMO energy: -0.341 Eh
E_LUMO: 0.0085 Eh
SMILES: O=c1cc[nH]c(=O)[nH]1.c1ccccc1
Kohn-Sham gap: 9.500 eV
DFT total energy: -17606.5009 eV

***

2.
The following is a quantum chemistry calculation of an isolated molecule of C5H7N, from the OMol25 dataset.

Geometry (Å):
C: -1.22585 -1.78497 -1.69195
C: -0.70638 -0.58229 -1.74711
C: -0.08028 0.53550 -1.52849
N: 0.10947 1.10408 -0.23007
C: 0.62667 0.43844 0.73921
C: 0.70785 1.05757 2.10536
H: -2.28962 -1.98091 -1.57428
H: -0.60188 -2.55161 -1.31188
H: 0.58918 0.99086 -2.32126
H: 0.65900 -0.61303 0.54386
H: 0.24763 2.02678 1.94218
H: 1.71410 1.04232 2.42001
H: 0.25011 0.31725 2.65439

## Properties
HOMO energy: -0.326 Eh
E_LUMO: 0.0375 Eh
SMILES: C=C=C/N=C/C
Kohn-Sham gap: 9.890 eV
DFT total energy: -6785.2818 eV

***

3.
The following is a quantum chemistry calculation of a 2-piece molecular cluster, C5H12N2 overall, from the OMol25 dataset.

Geometry (Å):
C: 0.78051 -1.57405 -2.42835
C: 1.60092 -1.23376 -1.40757
N: 1.26034 -0.32687 -0.39141
C: 2.14793 0.85296 -0.27687
H: -0.26349 -1.26009 -2.38207
H: 1.04405 -2.17344 -3.28112
H: 2.56074 -1.77478 -1.30367
H: 0.29825 -0.00668 -0.55212
H: 1.77052 1.47315 0.51232
H: 3.16332 0.52176 -0.03095
H: 2.13475 1.39919 -1.18913
C: -1.70062 1.71252 1.22928
N: -1.45238 0.46220 1.04608
C: -2.27278 -0.46201 1.81303
H: -1.06294 2.44630 0.71877
H: -2.50466 2.07537 1.91682
H: -2.88593 -1.09666 1.10641
H: -2.99161 0.06929 2.45442
H: -1.62690 -1.10441 2.44614

## Properties
HOMO energy: -0.291 Eh
E_LUMO: 0.0375 Eh
SMILES: C=CNC.C=NC
Kohn-Sham gap: 8.935 eV
DFT total energy: -8357.6858 eV

***

4.
The following is a quantum chemistry calculation of C39H49F4InN6O2 as an isolated structure, from the OMol25 dataset.

Geometry (Å):
In: 1.45073 0.03692 0.70850
C: -0.71228 3.97446 6.48219
C: -0.94730 3.08988 5.28676
C: -1.70978 3.48888 4.22993
C: -1.86967 2.68103 3.07413
C: -2.63588 3.15966 2.01113
N: -2.82425 2.50982 0.88757
C: -3.41869 3.07165 -0.30735
C: -4.49855 2.16284 -0.90381
C: -4.51269 2.19143 -2.43968
N: -3.26630 1.76218 -3.07820
C: -2.45097 0.74992 -2.60037
C: -2.84933 -0.45733 -2.03481
C: -4.18697 -0.95766 -2.06751
C: -4.54918 -2.12638 -1.45447
C: -5.95162 -2.66410 -1.55498
C: -3.58741 -2.81264 -0.69972
C: -2.25148 -2.42357 -0.68992
C: -1.40921 -3.12714 0.28582
N: -0.27780 -2.77838 0.72984
C: 0.24453 -3.61621 1.80668
C: 1.58228 -3.13714 2.37232
C: 1.45257 -2.21662 3.58524
N: 0.78342 -0.96497 3.27874
C: 0.23166 -0.32648 4.22030
C: -0.44179 0.97915 4.12503
C: -0.36635 1.80123 5.22227
C: -1.18992 1.40218 2.95732
O: -1.29354 0.71465 1.91292
C: -1.86490 -1.31021 -1.44740
O: -0.56641 -0.91644 -1.61708
H: -1.50595 4.71401 6.58086
H: 0.23317 4.51250 6.38200
H: -0.66399 3.38857 7.40021
H: -2.20921 4.45304 4.25626
H: -3.09897 4.14015 2.09037
H: -2.34410 1.59981 0.85035
H: -2.62496 3.22069 -1.04549
H: -3.83142 4.05175 -0.06057
H: -5.48435 2.46233 -0.54478
H: -4.32454 1.14091 -0.57111
H: -4.71948 3.20448 -2.78874
H: -5.34089 1.57026 -2.78418
H: -2.73619 2.52376 -3.46310
H: -1.38792 0.94113 -2.67806
H: -4.92799 -0.40936 -2.63168
H: -6.61539 -1.93832 -2.02295
H: -6.34333 -2.91068 -0.56723
H: -5.96544 -3.57423 -2.15710
H: -3.90290 -3.64847 -0.08607
H: -1.91241 -4.01008 0.71047
H: 0.36202 -4.63701 1.42720
H: -0.49462 -3.66104 2.61679
H: 2.13220 -2.62085 1.58629
H: 2.16656 -4.00502 2.68261
H: 2.46494 -1.96345 3.91988
H: 0.95279 -2.75002 4.40660
H: 0.25647 -0.72700 5.24710
H: 0.19300 1.45399 6.08661
C: 1.28428 3.51788 -0.20489
N: 2.47249 2.91012 0.35710
C: 2.85152 3.60181 1.57776
C: 3.55463 2.83963 -0.61880
C: 3.44975 1.61950 -1.54385
N: 3.62499 0.39499 -0.79733
C: 4.68857 -0.38261 -0.92481
C: 4.82062 -1.48060 -0.01819
F: 3.88142 -1.58631 0.96507
C: 5.80971 -2.42371 -0.06910
F: 5.80827 -3.42081 0.83942
C: 6.81221 -2.37948 -1.02412
C: 6.75372 -1.31105 -1.90025
F: 7.70558 -1.20860 -2.84798
C: 5.76712 -0.35212 -1.86086
F: 5.84286 0.63930 -2.79130
H: 1.44196 4.57672 -0.47497
H: 0.49111 3.45522 0.53682
H: 0.96801 2.97077 -1.09599
H: 3.03689 4.67588 1.41147
H: 3.75151 3.14934 1.99222
H: 2.04444 3.50419 2.30996
H: 4.49969 2.75589 -0.08057
H: 3.58406 3.76120 -1.22632
H: 4.17621 1.76583 -2.34348
H: 2.44858 1.60355 -2.00240
H: 7.58861 -3.12536 -1.08037
C: -0.79495 -3.62860 -3.45400
C: 0.32899 -2.58949 -3.35284
C: 0.17128 -1.60937 -4.54136
C: 1.67648 -3.30579 -3.46498
C: 0.40094 -1.75264 -2.10080
H: -0.65800 -4.21315 -4.36635
H: -1.77659 -3.15983 -3.50422
H: -0.77453 -4.31201 -2.60425
H: 0.18451 -2.15979 -5.48597
H: 0.98679 -0.88451 -4.55373
H: -0.77648 -1.07094 -4.47080
H: 1.72149 -3.89320 -4.38280
H: 1.82308 -3.97506 -2.61484
H: 2.49909 -2.58827 -3.47833
H: 1.38909 -1.39098 -1.83285

## Properties
HOMO energy (spin up / spin down): -0.223 / -0.223 Eh
E_LUMO (spin up / spin down): -0.0182 / -0.0189 Eh
Kohn-Sham gap (spin up / spin down): 5.561 / 5.542 eV
DFT total energy: -70312.6486 eV

***

Question: The lowest DFT total energy belongs to which entry?
Answer: C39H49F4InN6O2